No. 1
Computed, not measured: a molecular structure, C30H40BBrN10O3Ti at a distorted geometry, with wB97M-V/def2-TZVPD.

* energy above the lowest of the compared OMol25 structures with the same formula, charge and spin: 45.0 kcal per mole
* LUMO energy (alpha / beta): -2.029 / -4.453 eV
* charge: +1
* Kohn-Sham gap (alpha / beta): 5.8 / 6.6 eV
* 2S+1: 4

Element x y z (Å)
C1 -3.200000 2.587600 0.900200
H1 0.118200 -1.828700 -5.724500
C2 4.853600 -1.888200 1.244800
H2 1.194900 -2.483300 3.555900
N1 -1.098900 4.925600 1.774500
C3 0.251600 -1.504700 -2.408200
C4 2.362800 -2.864200 -0.023400
H3 -4.920800 2.269800 -0.422500
H4 -2.030500 7.875800 2.820000
C5 -1.989000 -2.673100 -0.218800
H5 -0.558000 -2.620900 3.650900
N2 -0.300900 0.118500 2.261500
C6 -1.871000 3.885700 3.564200
H6 -2.763100 -0.507700 2.292100
H7 -1.220300 7.451700 1.292100
H8 2.072100 -2.647500 -2.461200
N3 -1.986000 2.003900 0.929800
H9 -3.485300 3.355700 1.590700
H10 0.205200 -2.422500 2.065700
H11 2.907800 0.842000 1.432900
H12 3.386800 1.611900 -2.107600
H13 0.599600 -3.643900 -2.493800
C7 2.365300 1.271600 -1.952300
H14 2.366100 0.215000 -1.682400
H15 1.085300 4.626800 1.066600
H16 0.802200 -0.166400 5.316200
C8 -3.359500 0.182900 -1.847600
H17 5.262200 -1.836400 2.256900
B1 -0.750500 2.487200 1.729500
H18 -0.087100 0.420600 -4.966200
H19 2.826300 4.015400 -0.945000
H20 -1.173700 -3.021000 -0.833600
H21 3.172300 -3.080700 -0.731000
H22 5.613600 -1.527700 0.544300
C9 -3.222100 -3.298200 -0.346100
H23 4.681300 0.731600 1.355200
H24 -4.248900 -0.413500 -1.661300
N4 0.724400 1.664600 -0.119300
C10 1.203400 3.720500 0.510700
C11 -2.014100 7.182200 1.983600
H25 -3.542400 0.791900 -2.731800
C12 0.104300 1.429700 3.975800
C13 -0.636200 -0.064900 -4.157500
N5 -1.910400 1.065500 -0.035800
C14 -1.841600 -1.635900 0.681400
C15 -2.324700 5.177600 3.625200
C16 1.733800 2.089700 -0.878400
C17 0.194300 -2.292000 -4.743300
N6 3.664200 -1.079300 1.165600
O1 1.471400 -0.758500 0.652700
C18 -3.074000 1.068800 -0.689300
H26 2.363100 -3.635200 0.759900
Ti1 -0.266000 -0.127200 0.185500
H27 1.815600 1.385500 -2.887400
C19 -1.808400 5.793900 2.463800
H28 3.820500 0.208900 2.817400
H29 -2.967100 7.252600 1.457500
H30 -3.356100 -4.088200 -1.069800
N7 -1.117400 3.756400 2.439200
N8 -0.332900 1.381000 2.706300
C20 3.775200 0.250200 1.725800
H31 -0.721400 0.622600 -3.315000
C21 2.492500 -1.481500 0.613200
H32 1.157500 -2.796400 -4.676100
C22 2.069600 3.397600 -0.508600
Br1 -5.972600 -3.753800 0.284000
O2 1.101800 -2.957000 -0.649700
C23 -3.924300 2.024300 -0.122300
H33 -2.512900 -0.475800 -2.019900
H34 -2.038600 3.059200 4.226300
H35 4.626200 -2.924700 1.023400
H36 -0.606900 -3.033300 -4.649800
C24 1.058600 -2.748100 -2.046400
C25 0.260200 -2.133200 3.119700
H37 -2.935400 5.625600 4.381400
C26 -2.873600 -1.272900 1.533200
C27 0.151000 -0.652800 3.249000
C28 -4.100600 -1.912600 1.421300
H38 -1.634900 -0.318200 -4.522200
N9 0.400700 2.663100 0.724400
O3 -0.162100 -0.699100 -1.526900
H39 -4.911900 -1.631900 2.075300
N10 0.076800 -1.254000 -3.744700
C29 -4.275000 -2.904800 0.466800
C30 0.422800 0.147500 4.366200
H40 0.161300 2.352000 4.515700

Atoms 1-6, force components in eV/Å:
-0.057 -0.138 -0.196
0.067 -0.050 0.014
0.242 -0.254 -0.122
0.047 -0.065 -0.024
0.174 0.431 -0.787
-0.055 0.106 -0.735

No. 2
Computed, not measured: a molecular structure, C30H40BrN8O2PtSi at a distorted geometry, with wB97M-V/def2-TZVPD.

* energy above the lowest of the compared OMol25 structures with the same formula, charge and spin: 92.0 kcal per mole
* LUMO energy: -11.090 eV
* charge: +3
* Kohn-Sham gap: 4.1 eV

Element x y z (Å)
C1 -2.826533 -2.963360 -1.170702
H1 -1.787233 -5.211660 -2.632302
H2 2.355667 -3.104960 0.026598
C2 -2.182833 2.472240 -2.057902
H3 7.082567 -0.054360 -0.535302
N1 -4.861733 0.653740 -0.633502
C3 -0.136933 -1.362760 4.712098
H4 1.027367 1.725140 -1.898402
H5 -6.066933 2.980540 -1.779502
H6 -1.969833 -0.672160 2.811798
N2 -1.001133 -0.602660 2.508798
C4 5.343767 -0.310360 -1.825302
H7 2.023367 5.953040 -1.698702
C5 2.323267 -5.864960 -1.968702
H8 -2.250133 4.256340 -3.217902
C6 -4.362033 1.747640 -1.302102
C7 0.602267 2.220940 -1.043802
C8 6.009767 -0.176560 -0.597602
C9 2.757467 3.815040 0.515098
H9 -1.099433 2.371440 -2.113502
N3 0.398167 0.002140 4.965798
H10 -1.118233 1.472640 2.297498
H11 3.402967 -0.569560 -2.730002
H12 -4.660333 4.578040 -3.049102
C10 -5.000833 2.843240 -1.864502
C11 3.961767 -0.465760 -1.813602
H13 0.502467 -2.108060 5.188498
C12 3.299367 -0.497960 -0.591002
C13 2.799367 -4.872860 -1.108502
N4 -1.165033 -4.641860 -2.076802
C14 -0.204233 -1.609560 3.199598
H14 -5.840033 0.483340 -0.452602
H15 0.454267 0.181440 5.976098
H16 -0.013233 2.025240 4.462298
Br1 6.321767 -0.292660 -3.443902
H17 -4.098933 -1.292160 1.444898
H18 2.189267 4.531240 -2.726802
H19 -0.632533 -2.596660 3.029298
N5 -2.818133 -2.279460 0.125798
N6 5.351567 -0.199260 0.531698
H20 3.588867 -0.368560 1.555098
O1 1.121767 -0.628160 -1.536002
H21 -1.130133 -1.422960 5.163598
C15 -0.206533 4.812940 0.462498
N7 -0.401633 -3.025560 -0.773702
C16 1.005367 -5.893760 -2.385102
C17 -3.994933 -1.461260 0.368998
H22 0.062667 5.848440 0.631398
C18 1.530367 5.052540 -2.043702
C19 -4.207133 3.732040 -2.557902
H23 0.635667 -6.678060 -3.028302
H24 -3.589333 -3.753460 -1.213402
H25 -1.435033 1.003440 4.734798
H26 -4.920133 -1.947860 0.023698
C20 1.986367 -3.856860 -0.650402
H27 3.001767 -6.629660 -2.307602
C21 -0.486933 0.730940 2.788898
C22 -2.963533 1.547740 -1.366802
C23 0.659667 -3.846860 -1.077202
O2 1.287667 -0.754060 0.637198
C24 -2.823733 3.543440 -2.646802
H28 2.588567 3.306240 1.458698
H29 -3.044533 -2.232660 -1.958002
Si1 1.161967 3.909140 -0.534002
C25 -3.827533 -0.146660 -0.326702
C26 -1.462633 -3.532660 -1.378202
H30 3.829567 -4.908160 -0.790902
N8 -2.665633 0.353240 -0.721402
H31 0.792567 -1.603060 2.751998
H32 -2.684533 -2.969760 0.860398
H33 0.611967 5.321540 -2.549302
C27 -0.435433 1.033640 4.292998
H34 0.044467 1.558940 -0.382902
C28 0.183367 -4.877660 -1.920102
Pt1 -0.844533 -0.862260 -0.175702
H35 0.514867 0.795040 2.353398
C29 1.813967 -0.645960 -0.508302
H36 -1.159733 4.792440 -0.051602
H37 3.116167 4.815140 0.738298
H38 -0.322133 4.336540 1.429298
H39 1.355167 0.056040 4.595898
C30 4.049967 -0.357460 0.576498
H40 3.552767 3.290140 -0.003402

Atoms 1-6, force components in eV/Å:
0.026 -0.199 -0.591
-0.102 0.126 0.122
0.080 0.058 0.103
-0.392 0.084 0.438
0.075 0.008 -0.152
0.130 -0.141 0.014